{"formula": "C3H11NO3", "method": "ωB97M-V with the def2-TZVPD basis set", "largest_force_ev_per_a": 1.963, "total_charge": 1, "spin_multiplicity": 2, "relative_energy_ev": 0.462, "homo_lumo_gap_ev": [9.99, 4.90], "s_squared": 0.772, "lumo_ev": [-3.7, -8.8], "elements": ["C", "C", "N", "C", "O", "H", "H", "H", "H", "H", "H", "H", "H", "H", "O", "H", "H", "O"], "positions_angstrom": [[-0.642, 1.897, 0.584], [-1.635, 0.857, 0.288], [-1.595, 0.206, -1.012], [-0.423, 0.109, -1.811], [-2.556, 0.495, 0.966], [0.357, 1.490, 0.414], [-0.674, 2.874, 0.102], [-0.630, 2.262, 1.617], [-2.286, -0.526, -1.203], [-0.311, -0.901, -2.199], [0.457, 0.448, -1.306], [-0.524, 0.712, -2.726], [3.407, -5.794, -2.563], [2.179, -5.291, -1.885], [2.921, -4.984, -2.421], [1.321, 2.314, 4.038], [0.238, 1.761, 5.005], [0.396, 2.071, 4.111]]}